{"formula": "C32H77N13O8", "method": "wB97M-V/def2-TZVPD", "elements": ["C", "C", "C", "C", "C", "C", "N", "O", "C", "C", "C", "H", "H", "H", "H", "H", "H", "H", "H", "H", "H", "H", "H", "H", "H", "H", "H", "H", "H", "H", "C", "C", "C", "C", "C", "C", "N", "O", "C", "C", "C", "H", "H", "H", "H", "H", "H", "H", "H", "H", "H", "H", "H", "H", "H", "H", "H", "H", "H", "H", "C", "C", "C", "C", "C", "C", "N", "O", "C", "C", "C", "H", "H", "H", "H", "H", "H", "H", "H", "H", "H", "H", "H", "H", "H", "H", "H", "H", "H", "H", "C", "O", "N", "N", "H", "H", "H", "H", "C", "O", "N", "N", "H", "H", "H", "H", "C", "O", "N", "N", "H", "H", "H", "H", "C", "O", "N", "N", "H", "H", "H", "H", "C", "O", "N", "N", "H", "H", "H", "H"], "positions_angstrom": [[1.45048, -1.54640, 6.54914], [0.94008, -0.22565, 5.80958], [0.98183, -0.35551, 4.31007], [-0.30603, -0.93745, 3.78643], [-1.62238, -0.19544, 4.24934], [-1.67170, -0.04758, 5.75986], [-0.40967, 0.36034, 6.34632], [-0.46657, 0.67145, 7.69489], [-2.62050, 1.17080, 5.89919], [-2.20698, -1.42543, 6.46366], [1.96104, 0.85088, 6.19568], [2.25035, -2.04003, 5.99719], [0.63167, -2.25992, 6.64155], [1.75771, -1.41934, 7.58720], [1.26983, 0.55543, 3.78535], [1.76026, -1.04375, 3.98072], [-0.34516, -1.96506, 4.14781], [-0.28397, -1.04376, 2.70185], [-2.48608, -0.68490, 3.79930], [-1.67756, 0.64054, 3.55206], [-3.53549, 0.77220, 5.46100], [-2.81957, 1.54513, 6.90336], [-2.26512, 2.02919, 5.32913], [-1.52823, -2.26818, 6.33265], [-2.27335, -1.06890, 7.49156], [-3.16470, -1.63276, 5.98627], [2.93493, 0.59295, 5.77965], [2.25892, 1.01773, 7.23082], [1.54344, 1.70640, 5.66482], [-0.47880, -0.25261, 7.95480], [-2.59655, 2.63841, -5.63425], [-1.52653, 1.59949, -5.42642], [-1.01992, 1.23453, -6.89031], [0.36064, 0.53086, -6.93336], [1.39858, 1.49510, -6.31475], [0.99422, 1.90417, -4.79355], [-0.48330, 2.29149, -4.66027], [-0.72419, 2.50341, -3.32826], [1.42586, 0.69805, -3.91259], [1.87276, 3.23515, -4.64007], [-2.11352, 0.32650, -4.69961], [-2.85672, 3.08833, -4.67614], [-3.62922, 2.33726, -5.81032], [-2.40518, 3.56599, -6.17377], [-1.68784, 0.56015, -7.42622], [-0.87648, 2.07733, -7.56649], [0.61000, 0.35958, -7.98053], [0.28080, -0.33293, -6.27336], [1.32767, 2.35477, -6.98113], [2.44616, 1.27364, -6.51882], [1.21670, 0.94070, -2.87072], [1.04328, -0.23690, -4.32197], [2.50631, 0.61713, -4.03166], [2.92742, 2.97358, -4.72600], [1.73187, 4.02224, -5.38085], [1.80648, 3.74826, -3.68067], [-2.30984, 0.42064, -3.63157], [-1.28061, -0.37592, -4.66883], [-2.89224, -0.10179, -5.33068], [-0.25851, 3.34180, -3.28512], [4.49070, -5.99994, 0.99042], [3.08337, -5.43987, 0.49496], [2.34718, -5.06515, 1.78284], [0.99908, -4.29087, 1.59810], [1.35099, -3.05918, 0.73743], [2.07750, -3.25753, -0.67242], [3.19750, -4.21500, -0.37837], [3.99441, -4.45405, -1.41773], [1.02927, -3.64980, -1.74648], [2.73775, -1.82733, -0.94001], [2.47743, -6.64906, -0.24815], [4.72145, -5.37193, 1.85091], [5.33108, -5.98036, 0.29652], [4.39185, -7.05667, 1.23873], [1.81567, -5.97294, 2.06834], [2.90724, -4.76115, 2.66718], [0.57915, -4.01525, 2.56546], [0.35587, -4.92486, 0.98781], [2.00027, -2.41210, 1.32720], [0.39267, -2.53995, 0.72655], [1.50721, -3.92554, -2.68650], [0.37311, -4.43193, -1.36461], [0.57115, -2.75473, -2.16725], [2.03344, -0.99664, -0.98466], [3.45349, -1.50744, -0.18272], [3.16403, -1.93383, -1.93752], [1.43022, -6.48952, -0.50511], [2.43315, -7.64288, 0.19731], [2.90251, -6.71841, -1.24944], [4.83020, -4.01564, -1.24207], [2.78086, 2.63636, -0.93365], [1.81909, 3.38770, -0.60208], [2.94064, 1.48326, -0.39632], [3.69776, 2.89778, -1.85920], [3.67299, 0.83150, -0.63912], [2.27401, 1.32942, 0.34668], [4.38547, 2.22125, -2.15830], [3.71201, 3.83463, -2.23629], [1.50140, 3.22816, 2.81389], [2.68849, 2.99796, 2.60672], [1.04112, 3.90438, 3.73884], [0.51665, 2.82589, 1.99191], [0.03993, 3.94479, 3.86573], [1.65291, 4.55745, 4.20714], [0.80393, 2.50330, 1.07895], [-0.31523, 3.35253, 2.21713], [-5.33820, 1.77275, -3.22892], [-4.77524, 0.96805, -2.48169], [-6.21740, 1.42090, -4.15859], [-5.20551, 3.09537, -3.18439], [-6.98118, 2.00089, -4.47536], [-6.42314, 0.43505, -4.08197], [-4.34259, 3.51120, -2.86415], [-6.01617, 3.60975, -3.49796], [-1.20786, 0.67530, -0.16153], [-1.77157, 0.34423, 0.87763], [-1.79785, 1.16212, -1.23240], [0.01807, 0.48816, -0.41086], [-1.36716, 1.50492, -2.07922], [-2.78189, 1.38212, -1.17459], [0.33312, 0.71433, -1.34343], [0.43303, -0.09523, 0.30157], [-5.10287, 3.01542, 0.60268], [-5.98726, 3.68187, 0.07878], [-4.69994, 1.84323, 0.20116], [-4.36698, 3.38600, 1.61896], [-5.09248, 1.57454, -0.68980], [-4.07796, 1.31097, 0.79273], [-4.49399, 4.35602, 1.87004], [-3.79468, 2.67386, 2.04956]], "forces_ev_per_angstrom": [[-2.05, -0.07, 0.23], [2.32, 0.63, 2.36], [-0.86, -0.16, -0.99], [-1.41, -0.63, 0.01], [2.54, -1.48, -2.28], [-1.33, 1.21, -0.93], [1.24, -2.26, -1.07], [0.25, -0.33, -1.98], [-0.72, -0.50, 0.84], [0.85, 2.37, -0.40], [0.33, 0.38, -0.68], [-0.08, 0.44, -0.15], [-0.01, -0.32, -0.33], [0.23, 0.60, -0.13], [-0.36, 0.49, 0.35], [0.24, -0.12, 0.60], [-0.13, -0.29, 0.12], [-0.15, 0.33, -0.01], [-0.15, -0.80, 0.83], [0.38, 1.18, 0.96], [-0.28, 0.56, 0.04], [-0.01, -0.41, 0.14], [0.09, -0.30, -0.18], [-0.01, 0.23, 0.00], [-0.57, -0.86, 0.23], [0.03, 0.06, 0.35], [-0.19, -0.05, -0.65], [-1.03, 0.03, 0.22], [0.82, 0.72, 0.45], [0.08, -0.55, 1.73], [-2.03, 1.44, 1.71], [-0.71, -0.31, -0.80], [1.44, -0.69, 0.51], [-0.03, 0.96, 1.41], [-2.00, 0.65, -0.19], [0.77, 0.55, -2.50], [3.14, -0.99, -3.57], [-0.30, 0.36, 0.70], [0.49, 1.48, -0.59], [-0.08, -0.80, 0.90], [1.80, 0.37, -0.79], [0.52, -0.02, 0.74], [0.20, -0.82, -1.01], [0.63, -0.54, -0.72], [-0.60, 0.11, 0.49], [-0.48, 0.59, 0.48], [0.05, -0.65, 0.20], [0.23, -0.65, -0.70], [-0.34, 0.68, 0.35], [0.11, -0.77, 0.98], [-0.08, -0.54, -0.08], [-0.45, 0.09, 0.53], [0.16, 0.03, 0.24], [0.06, -0.27, 0.02], [-0.65, -0.46, -0.32], [-0.28, -0.20, 0.33], [-0.84, 0.50, -0.33], [0.04, -0.44, -0.31], [-0.24, 0.04, 0.51], [-0.27, 0.48, 1.13], [-0.54, 1.21, -0.26], [0.94, -0.51, 0.01], [-3.05, -1.48, 0.24], [2.81, 0.63, -1.90], [-0.56, 0.11, 0.49], [-0.41, 0.70, 2.45], [-1.49, 0.39, 3.20], [1.25, -0.51, -2.86], [1.55, 0.56, -0.43], [-0.67, -1.33, -0.82], [-1.56, 0.64, -1.21], [0.57, -0.42, 0.13], [-0.29, 0.35, -0.34], [-0.21, 0.23, 0.42], [1.02, -0.89, 0.61], [0.35, 0.40, -0.49], [-0.21, -0.07, -0.19], [-0.42, -0.05, 0.42], [0.27, 0.00, 0.17], [-0.03, 0.58, -1.11], [0.44, -0.96, 0.22], [-0.20, 0.28, -0.35], [-0.89, 0.17, 0.91], [-0.49, -0.42, -0.17], [0.32, -0.64, -0.03], [0.51, 0.44, 0.03], [-0.40, 0.39, 0.15], [0.71, 0.25, 0.50], [0.53, -0.15, 0.15], [0.17, 0.10, 0.05], [-2.11, 3.34, -0.33], [1.62, -0.88, -0.89], [-0.38, -3.75, 2.29], [0.93, 1.64, -1.58], [-0.28, 0.19, 0.37], [0.60, -0.65, 0.01], [-0.17, 0.38, 0.16], [0.12, -0.36, -0.10], [3.37, -3.62, -6.24], [0.43, -0.29, 0.24], [-2.41, 4.92, 7.48], [-0.86, -1.19, -0.04], [0.46, 0.54, 0.30], [-0.29, -0.24, 0.26], [-0.64, 0.56, -0.30], [-0.29, -0.59, -1.58], [0.38, 0.05, 1.38], [0.40, 0.08, -0.80], [-1.58, -2.47, -1.22], [0.58, 1.52, 0.28], [0.40, 0.06, 0.03], [-0.39, 0.06, -0.23], [-0.65, 0.17, 0.31], [0.81, 0.54, 0.09], [-4.04, 0.32, -0.35], [-0.55, -0.02, 1.38], [-3.44, 1.35, -1.06], [5.48, -1.15, 0.72], [0.42, -0.06, 0.34], [-0.05, -0.12, 0.03], [0.68, -0.51, 0.58], [0.88, -0.01, -0.70], [-1.47, 0.79, -1.21], [0.07, 0.34, -0.10], [-0.33, -2.61, -1.58], [1.00, 2.25, 2.81], [0.36, -1.03, 0.11], [0.01, -0.43, -0.90], [0.39, -0.42, 0.77], [0.17, 1.02, 0.29]], "lowdin_charge": [0.0176, -0.3908, -0.1391, -0.1460, -0.1260, -0.4420, 0.0861, 0.1169, -0.0030, 0.0709, -0.0247, 0.1035, 0.0645, 0.0896, 0.1150, 0.1319, 0.1041, 0.0945, 0.1350, 0.1031, 0.1022, 0.0910, 0.0903, 0.0770, 0.0839, 0.1041, 0.1097, 0.0958, 0.0823, 0.1175, -0.0601, -0.4574, -0.1146, -0.1813, -0.1386, -0.3737, -0.1115, -0.0393, -0.0144, -0.0388, 0.0081, 0.0523, 0.0806, 0.0910, 0.1181, 0.1127, 0.1142, 0.0876, 0.1007, 0.1141, 0.0430, 0.0740, 0.0824, 0.0707, 0.0826, 0.0501, 0.0534, 0.0602, 0.0913, 0.1156, -0.0185, -0.4457, -0.1443, -0.1590, -0.1564, -0.4089, -0.1441, -0.0125, -0.0113, -0.0412, -0.0448, 0.0665, 0.0745, 0.0799, 0.1091, 0.1090, 0.0997, 0.1029, 0.0971, 0.0983, 0.0794, 0.0780, 0.0733, 0.0318, 0.0754, 0.0787, 0.0641, 0.0851, 0.0852, 0.1128, -0.7240, -0.0173, 0.1815, 0.1741, 0.1131, 0.0890, 0.1154, 0.1164, -0.8169, 0.0275, 0.1754, 0.1783, 0.1182, 0.1444, 0.0541, 0.1019, -0.7084, -0.0023, 0.1648, 0.1768, 0.1141, 0.1160, 0.1182, 0.1173, -0.7651, 0.0050, 0.1977, 0.1847, 0.0508, 0.0750, 0.0849, 0.1051, -0.7785, 0.0201, 0.1660, 0.1506, 0.0730, 0.0879, 0.1178, 0.0952], "total_energy_ha": -2578.77319, "multiplicity": 2, "relative_energy_kj_mol": 322.0, "s_squared": 0.76, "homo_lumo_gap_ev": [7.690, 3.516], "charge": 1, "lumo_ev": [-2.27, -6.44]}